Density functional theory data (ωB97M-V/def2-TZVPD) for a structure of composition C42H120BrCdN7O16 in a non-equilibrium geometry.

Geometry as XYZ:
```
187
Properties=species:S:1:pos:R:3:forces:R:3
Cd -1.558558 -0.840811 -1.004590 -1.1 0.7 -0.4
C -5.221998 -3.944401 0.067270 -0.3 -0.7 0.6
C -5.218858 -3.841341 -1.472500 0.4 1.1 0.7
C -6.566728 -4.307221 -2.004710 -0.4 0.9 0.4
C -7.674248 -3.270701 -1.878060 0.9 1.4 -1.1
C -7.207628 -1.880531 -2.476360 -0.5 -1.0 0.9
C -5.954638 -1.267871 -1.835120 0.4 -1.8 -0.5
N -4.900788 -2.388021 -1.862720 0.5 0.8 -1.5
O -3.552128 -1.904631 -1.546890 -1.5 -0.8 0.2
C -6.299698 -0.757431 -0.434760 -0.5 -0.5 0.6
C -5.629638 -0.027791 -2.723710 0.6 -0.5 0.4
C -4.198638 -4.891531 -1.999000 0.8 1.5 0.5
H -4.381138 -3.471341 0.574480 0.1 0.3 -0.4
H -5.210778 -4.973201 0.427200 0.2 -0.4 -0.3
H -6.141638 -3.595471 0.536970 -0.1 0.5 -0.2
H -6.861868 -5.149921 -1.379530 0.1 -0.4 -0.3
H -6.473228 -4.613081 -3.046740 0.0 -0.1 0.0
H -7.956808 -3.146431 -0.832680 -0.3 -0.1 -0.1
H -8.488848 -3.616701 -2.514300 -0.5 0.1 0.5
H -7.983418 -1.123701 -2.360330 -0.4 -0.1 0.0
H -7.047548 -2.001091 -3.547780 0.2 -0.1 -0.1
H -5.498058 -0.434801 0.229610 0.5 0.4 -0.6
H -6.737148 -1.539701 0.185560 -0.3 -0.2 -0.2
H -7.067298 0.011799 -0.519400 0.1 0.3 0.1
H -5.337998 -0.255181 -3.749060 0.9 -0.5 0.3
H -4.924898 0.556859 -2.132420 0.4 0.3 -0.7
H -6.471368 0.615799 -2.979410 -0.6 -0.1 0.9
H -3.272508 -4.591751 -1.508570 0.4 -0.2 -0.2
H -4.047418 -4.876631 -3.078350 -0.2 0.2 0.0
H -4.418778 -5.913361 -1.689980 -0.4 0.1 0.1
Br 0.561202 0.567819 -0.217080 0.7 0.3 0.1
C 3.488982 -5.374801 -1.993780 0.6 -1.9 0.1
C 2.613562 -4.246621 -2.226260 -0.1 2.3 0.4
C 2.349642 -4.005081 -3.667100 -1.0 -0.4 -1.4
O 1.382572 -4.373651 -1.527780 0.0 -0.3 -0.3
H 3.123422 -6.223821 -2.571400 0.2 -0.3 -0.2
H 3.443272 -5.701371 -0.954860 0.5 0.3 0.1
H 4.487902 -5.114921 -2.344100 0.1 -0.3 0.3
H 3.098242 -3.379771 -1.777090 -0.2 0.4 0.0
H 1.618232 -3.225361 -3.879660 0.6 0.8 0.3
H 1.764102 -4.833351 -4.066110 0.2 -0.7 0.1
H 3.234522 -3.974861 -4.302850 0.0 0.4 0.2
H 1.030052 -5.216201 -1.823490 -0.5 -0.3 0.1
C -3.339558 4.173789 0.284740 0.0 -0.7 0.6
C -3.814178 3.545989 1.651350 -1.1 2.4 -1.7
C -5.262988 3.122269 1.670110 -1.8 0.8 -0.5
O -3.068538 2.460989 1.967630 2.6 -2.1 0.6
H -3.868068 5.097599 0.049470 -0.2 -0.1 0.2
H -3.452758 3.503109 -0.567010 -0.1 -0.2 0.1
H -2.287158 4.446699 0.362640 0.1 -0.1 0.1
H -3.603968 4.364579 2.339690 -0.3 0.0 0.5
H -5.500118 2.087409 1.423260 0.7 -0.3 0.0
H -5.833778 3.661189 0.913900 0.0 0.3 -0.1
H -5.802128 3.329379 2.594520 0.3 0.0 0.3
H -3.114718 2.267629 2.906820 -0.1 0.0 0.1
C -3.607908 5.735379 -4.474840 -1.4 -0.5 0.8
C -2.393798 4.851529 -4.458160 1.3 1.7 -1.3
C -1.974418 4.307059 -3.123740 -1.7 -0.9 0.4
O -2.453808 3.803169 -5.442070 0.1 0.1 0.6
H -3.540698 6.447679 -3.652520 -0.2 -0.2 0.3
H -4.464938 5.067519 -4.387890 -0.5 0.3 0.4
H -3.809178 6.385859 -5.326000 0.6 -0.4 -0.5
H -1.669618 5.616489 -4.738320 1.1 -0.4 -0.4
H -1.909208 5.076839 -2.354780 0.6 0.1 -0.3
H -1.157098 3.586149 -3.142760 0.3 0.5 -0.1
H -2.815418 3.710749 -2.769830 -0.2 -0.3 0.1
H -2.654318 4.199599 -6.293090 0.0 0.1 -0.1
O -1.754288 -1.704861 0.848430 -0.5 -0.8 2.3
H -2.532828 -2.103851 1.236900 -0.5 -0.1 -0.3
H -1.034348 -1.982341 1.414940 0.9 -0.3 0.1
O -2.750458 0.816879 -0.147560 -0.5 0.5 -0.3
H -2.412818 1.406449 0.526710 0.2 0.3 0.4
H -3.680618 0.724279 0.058500 -0.4 -0.2 -0.1
O -0.108728 0.072869 2.991740 -0.4 -0.4 0.2
H 0.336362 0.213859 2.156130 0.1 0.2 -0.8
H -0.882258 0.635079 2.949480 -0.2 0.2 -0.1
O -1.574888 0.043069 -2.936060 -0.6 0.3 -1.0
H -0.960288 0.336399 -3.608700 0.9 0.8 -0.5
H -2.335808 -0.268911 -3.425860 -0.7 -0.2 0.0
O 2.089212 3.414059 -1.703390 0.2 0.6 0.0
H 1.667202 2.680489 -1.256160 -0.4 -0.5 0.3
H 1.942182 3.244489 -2.633900 0.0 0.0 -0.1
O -0.501498 -2.427651 -1.882190 0.7 -1.0 -1.0
H 0.257482 -2.885631 -1.521030 0.5 -0.4 0.3
H -0.812348 -2.996561 -2.586420 -0.5 0.0 -0.2
C -1.393348 -5.408061 1.245060 0.1 -1.3 -0.5
C -0.086468 -4.985561 1.817700 2.6 0.2 1.2
C 1.058402 -6.056951 1.859350 0.6 0.5 0.1
O 2.359172 -5.609411 2.398050 -1.2 -0.2 -0.1
C 2.346202 -5.080931 3.701230 -0.1 0.0 0.2
N 0.483812 -3.878691 1.112780 -1.0 1.6 -0.8
H -1.157678 -6.047411 0.394300 -0.4 -0.2 -0.3
H -2.029728 -4.609591 0.863530 0.2 0.2 0.3
H -1.911898 -6.012491 1.989290 -0.3 0.0 -0.2
H -0.256978 -4.762841 2.870990 0.1 0.6 0.2
H 1.465922 -6.233591 0.863950 -1.0 -0.6 -0.4
H 0.677252 -6.944271 2.364800 0.4 -0.4 0.1
H 3.331182 -5.159361 4.161410 0.2 -0.4 -0.2
H 1.636632 -5.643831 4.307660 -0.1 0.2 0.3
H 2.136022 -4.011411 3.708400 -0.5 0.1 0.0
H 0.697702 -4.181161 0.173170 -0.3 0.0 0.0
H 1.374212 -3.517591 1.424050 0.2 -0.4 0.9
C 4.909522 -2.144231 3.056210 -0.7 -0.3 0.5
C 3.434272 -1.677661 2.969000 1.1 0.2 0.8
C 3.387702 -0.151931 2.889620 0.9 1.2 0.3
O 3.695842 0.506009 4.167740 1.1 -1.8 -0.4
C 3.932852 1.887919 4.160260 -0.7 1.0 -1.7
N 2.784422 -2.305171 1.773420 0.9 0.9 2.2
H 5.467162 -1.536161 2.343900 0.3 -0.4 -0.1
H 4.981722 -3.221821 2.908940 0.0 0.0 -0.7
H 5.382542 -2.069931 4.035400 -0.3 0.7 0.1
H 2.896552 -1.860711 3.899290 -0.2 -0.8 0.0
H 2.403472 0.110799 2.501850 -0.1 0.5 0.2
H 4.148492 0.225469 2.206350 -0.1 0.0 -0.5
H 2.953072 2.333589 3.988470 0.0 0.7 0.4
H 4.559232 2.250379 3.345160 0.1 -0.5 -0.7
H 4.472762 2.360309 4.980890 -0.5 -1.0 0.9
H 3.547002 -2.400241 1.118040 -0.4 0.2 -0.7
H 2.089462 -1.612471 1.534040 -0.1 -0.1 -1.2
C 6.676622 2.453189 -1.123740 1.0 -1.2 -1.6
C 5.341172 1.793069 -1.353850 0.5 0.0 0.5
C 5.369082 0.241099 -1.111450 1.0 0.3 0.5
O 6.337732 -0.338281 -1.965670 -0.3 -0.2 -0.9
C 6.493772 -1.734351 -1.837180 0.7 0.4 1.2
N 4.537902 2.407329 -0.365900 -2.7 -0.7 1.4
H 6.726432 3.448509 -1.565270 -0.2 0.0 0.1
H 7.290082 1.793349 -1.737230 1.2 0.4 0.3
H 6.970452 2.483239 -0.074520 -0.1 -0.2 -0.1
H 5.011442 2.008989 -2.370100 0.0 -0.3 -0.4
H 4.434342 -0.319261 -1.130370 -0.7 0.4 -0.9
H 5.661472 0.013229 -0.086420 0.4 0.5 0.6
H 7.000512 -1.963271 -0.899670 0.2 0.1 0.5
H 7.201012 -2.100271 -2.581500 -0.6 0.1 -0.4
H 5.561942 -2.289721 -1.730610 -0.3 0.0 -0.7
H 3.638252 1.956419 -0.452060 -0.6 -0.2 0.6
H 4.247232 3.357489 -0.547050 0.7 0.3 -0.5
C 2.228112 1.128159 -4.340620 -0.9 0.7 0.8
C 1.220672 2.179079 -4.831250 0.1 0.3 -1.9
C 1.560692 2.818419 -6.212280 0.8 -0.1 1.4
O 2.819802 3.453809 -6.065120 1.2 -0.5 -0.3
C 3.378282 3.971499 -7.281090 -1.5 -0.2 0.0
N -0.180908 1.679239 -4.939030 0.4 0.2 1.1
H 1.883142 0.826929 -3.351500 -0.4 -0.4 0.1
H 3.163172 1.617519 -4.068060 0.3 -0.2 -0.8
H 2.288002 0.234389 -4.961660 0.3 0.2 -0.1
H 1.360222 3.063789 -4.210030 -1.0 -0.2 0.5
H 0.855322 3.617289 -6.441120 -0.6 -0.3 -0.3
H 1.524352 1.973119 -6.899490 0.3 0.2 -0.8
H 2.680402 4.750799 -7.587290 0.2 0.4 -0.4
H 3.361052 3.212339 -8.063060 0.2 -0.2 -0.1
H 4.386792 4.377149 -7.200700 -0.2 -0.2 0.6
H -0.396198 1.263409 -5.833920 0.6 -0.3 -0.3
H -0.822378 2.459269 -4.926550 -0.2 0.3 0.2
C 1.835132 -1.122641 7.404920 1.3 -0.6 -0.1
C 0.947652 -1.102061 6.158330 -0.1 0.2 2.5
C -0.519598 -0.894831 6.728160 1.8 1.3 -2.6
O -1.115158 -1.914951 7.429350 0.3 -0.3 0.3
C -2.212558 -1.414501 8.117000 -0.8 -0.3 1.4
N 1.386512 -0.015871 5.326060 -0.9 0.2 0.5
H 1.533072 -1.923971 8.079250 0.1 -0.1 0.0
H 2.041292 -0.235611 8.003900 -1.0 0.5 -0.2
H 2.843132 -1.312351 7.036070 0.3 -0.6 0.1
H 1.179152 -2.075831 5.726740 -0.9 -0.5 -0.3
H -1.116128 -0.631401 5.854740 -0.5 0.2 -0.2
H -0.405268 0.004179 7.333800 -0.1 0.2 0.2
H -3.050968 -1.053291 7.521440 -0.2 -0.6 -0.6
H -2.055578 -0.545701 8.756260 1.0 0.3 0.1
H -2.487308 -2.188981 8.833090 -0.5 -0.1 -0.3
H 2.378372 -0.066871 5.142420 -0.1 0.2 0.3
H 0.895372 0.051579 4.446100 0.0 -0.1 0.1
C 0.738492 3.951069 2.410040 1.4 -1.3 0.3
C 1.015552 5.165889 1.616590 -1.2 0.7 -0.7
C 2.553712 5.466549 1.447810 -1.7 1.2 1.3
O 3.277422 5.632999 2.692160 -0.4 0.0 0.0
C 2.954952 6.733699 3.586610 0.1 -0.9 -0.1
N 0.320862 5.146999 0.279450 1.1 0.3 0.3
H 1.189992 4.145679 3.382860 -0.3 -0.4 0.3
H 1.328012 3.150969 1.962360 0.0 -0.5 0.1
H -0.286868 3.587739 2.478870 -0.1 0.5 0.0
H 0.470492 5.923849 2.179170 0.6 0.8 -0.1
H 2.599972 6.418849 0.919540 0.2 0.0 -0.5
H 2.968772 4.659629 0.843900 0.4 0.0 0.4
H 3.526362 7.648819 3.431250 0.0 0.1 -0.8
H 3.277352 6.439839 4.585520 -0.1 -0.5 0.0
H 1.890622 6.954679 3.667150 -0.1 0.0 -0.3
H 0.003462 4.225089 0.015930 -0.1 -0.5 0.4
H 1.062942 5.278279 -0.392990 0.0 0.3 -0.6
```
Positions in Å, forces in eV/Å.

## Properties
- DFT total energy: -163290.187 eV
- Highest occupied orbital energy: -5.72 eV
- Multiplicity: 1
- LUMO energy: 0.0076 Eh